Record 1
Here is C24H42Cl10NO6S as an isolated structure from OMol25. Energies are from ωB97M-V/def2-TZVPD.

As for the HOMO energy: -0.4323 Ha. For the gap between HOMO and LUMO, the calculation gives 0.284 Eh. As for the max |F|: 3.9 eV Å⁻¹. For the lowest unoccupied orbital energy, the calculation gives -4.0 eV. As for the total charge: +1. As for the molecular weight: 827.2 g/mol.

Each line ends with the Mulliken charge.
Positions of all 84 atoms, in Å:
C 3.433 -0.782 2.329  -0.727
C 3.728 -0.479 0.839  0.418
C 3.878 1.021 0.487  -0.343
C 2.651 1.607 -0.221  -0.111
O 1.961 2.614 0.621  -0.411
C 0.629 2.454 0.467  -0.360
C 0.064 2.972 -0.691  -0.440
N -1.246 2.835 -0.904  0.373
C -2.045 2.186 -0.052  -0.388
C -1.544 1.618 1.108  1.538
C -2.489 0.848 1.996  -1.254
C -3.453 -0.097 1.215  -0.999
C -2.803 -0.895 0.066  0.143
C -2.298 -2.299 0.402  -1.476
S -0.681 -2.281 1.169  1.053
O -0.011 -1.070 0.816  -0.613
O 0.074 -3.439 0.805  -0.449
O -0.942 -2.396 2.750  -0.470
C -0.174 1.774 1.408  0.587
C 0.518 1.282 2.666  -0.401
O 1.371 1.977 3.125  -0.395
O 0.163 0.137 3.286  -0.358
H 3.680 0.038 3.000  0.081
H 3.962 -1.693 2.621  0.387
H 2.373 -1.026 2.443  -0.054
H 2.915 -0.940 0.264  -0.361
H 4.624 -1.026 0.536  0.433
H 4.714 1.097 -0.217  0.394
H 4.144 1.630 1.359  -0.316
H 1.950 0.775 -0.370  -0.031
H 2.874 2.012 -1.213  0.490
H 0.650 3.488 -1.439  0.558
H -1.687 3.231 -1.742  0.060
H -3.103 2.095 -0.265  0.456
H -3.122 1.580 2.516  0.586
H -1.992 0.282 2.776  0.194
H -3.821 -0.828 1.944  0.515
H -4.350 0.427 0.876  0.433
H -3.580 -1.037 -0.695  0.166
H -1.985 -0.371 -0.433  0.214
H -3.018 -2.913 0.954  0.731
H -2.154 -2.826 -0.545  0.336
H -1.799 -2.832 2.870  0.385
H -0.156 0.348 4.175  0.355
Cl 4.127 -4.475 -0.048  -0.170
C 2.701 -5.540 -0.026  -0.230
C 2.934 -6.817 -0.791  -0.481
Cl 3.067 -6.528 -2.547  -0.184
H 1.859 -4.981 -0.428  0.068
H 2.492 -5.768 1.019  0.340
H 2.092 -7.492 -0.643  0.316
H 3.840 -7.320 -0.464  0.345
Cl 5.537 5.166 5.481  -0.188
C 4.742 5.141 3.888  -0.522
C 3.855 3.935 3.714  0.002
Cl 4.791 2.422 3.604  -0.189
H 5.516 5.181 3.125  0.334
H 4.143 6.048 3.818  0.348
H 3.287 4.022 2.788  -0.132
H 3.152 3.833 4.537  0.363
Cl -6.845 -1.927 0.950  -0.164
C -7.124 -3.110 -0.357  -0.488
C -6.135 -2.952 -1.483  -0.028
Cl -6.372 -1.435 -2.388  -0.179
H -8.149 -2.991 -0.700  0.371
H -7.023 -4.101 0.082  0.292
H -6.253 -3.768 -2.193  0.361
H -5.111 -2.963 -1.114  -0.132
Cl 0.493 -2.059 -1.271  0.060
C 0.998 -1.390 -2.857  -0.680
C 1.997 -2.283 -3.544  -0.532
Cl 3.554 -2.286 -2.684  -0.147
H 1.408 -0.394 -2.693  0.159
H 0.100 -1.295 -3.467  0.485
H 2.191 -1.928 -4.555  0.399
H 1.637 -3.308 -3.605  0.277
Cl -0.988 3.919 -3.725  -0.212
C -2.004 4.478 -5.090  -0.494
C -2.827 5.681 -4.713  -0.444
Cl -4.089 5.270 -3.523  -0.176
H -2.629 3.646 -5.405  0.332
H -1.328 4.726 -5.906  0.336
H -3.330 6.071 -5.596  0.334
H -2.211 6.472 -4.291  0.320

Record 2
Here is C37H37F3O2P2Pb as an isolated structure from OMol25. Energies are from ωB97M-V/def2-TZVPD.

As for the HOMO energy (alpha / beta): -0.4893 / -0.4762 Ha. For the gap between HOMO and LUMO (alpha / beta), the calculation gives 0.136 / 0.168 Eh. As for the max |F|: 4.6 eV Å⁻¹. For the lowest unoccupied orbital energy (alpha / beta), the calculation gives -9.6 / -8.4 eV. As for the total charge: +2. As for the molecular weight: 839.8 g/mol.

Each line ends with the Mulliken charge.
Positions of all 82 atoms, in Å:
Pb 1.507 -1.673 4.811  0.936
C -2.438 0.224 6.486  -0.250
C -2.609 -0.007 5.178  -0.087
C -2.955 0.996 4.105  -0.981
C -1.716 1.624 3.428  -0.012
C -0.621 2.077 4.343  -0.473
C -0.781 2.562 5.577  -0.348
C -2.078 2.748 6.294  -0.954
C -2.408 1.548 7.206  -0.533
C 2.406 0.184 5.575  -1.206
H -2.327 -0.638 7.156  0.498
H -2.466 -1.033 4.790  0.490
H -3.629 1.774 4.488  0.426
H -3.527 0.446 3.336  0.508
H -1.318 0.900 2.703  -0.172
H -2.050 2.480 2.830  0.350
H 0.389 1.975 3.939  0.646
H 0.092 2.815 6.191  0.361
H -2.907 2.935 5.611  0.297
H -2.004 3.640 6.928  0.439
H -1.645 1.493 8.001  0.375
H -3.376 1.714 7.712  0.431
H 2.692 0.085 6.626  0.365
H 1.705 1.017 5.442  0.048
H 3.284 0.297 4.921  0.513
P 0.066 -2.124 -3.725  0.152
P 2.023 0.557 -3.983  0.244
C -0.520 -0.537 -4.360  -0.498
C 0.271 0.564 -4.425  -0.454
C -0.817 -3.305 -4.827  0.360
C -2.003 -3.004 -5.510  0.107
C -2.626 -3.972 -6.306  -0.729
C -2.070 -5.248 -6.422  -0.462
C -0.875 -5.554 -5.758  -0.594
C -0.239 -4.585 -4.982  -0.278
C -0.893 -2.263 -2.149  0.627
C -0.521 -1.410 -1.088  -0.732
C -1.253 -1.413 0.101  -0.300
C -2.374 -2.244 0.232  -0.326
C -2.724 -3.115 -0.805  -0.689
C -1.964 -3.150 -1.978  -0.378
C 2.684 1.338 -5.535  0.484
C 2.656 0.553 -6.707  -0.369
C 3.016 1.106 -7.937  -0.635
C 3.411 2.449 -8.013  -0.420
C 3.478 3.222 -6.850  -0.615
C 3.148 2.658 -5.612  -0.229
C 2.089 1.970 -2.810  0.415
C 3.215 2.044 -1.963  -0.425
C 3.376 3.135 -1.109  -0.613
C 2.406 4.146 -1.074  -0.521
C 1.270 4.055 -1.883  -0.716
C 1.096 2.953 -2.728  0.043
H -1.563 -0.474 -4.680  0.452
H -0.123 1.504 -4.829  0.755
H -2.458 -2.021 -5.424  0.150
H -3.549 -3.724 -6.832  0.405
H -2.563 -6.006 -7.030  0.398
H -0.437 -6.551 -5.842  0.402
H 0.702 -4.808 -4.476  0.372
H 0.334 -0.739 -1.205  0.320
H -0.955 -0.760 0.927  0.360
H -2.974 -2.216 1.142  0.356
H -3.589 -3.773 -0.710  0.391
H -2.218 -3.855 -2.771  0.325
H 2.325 -0.485 -6.653  0.364
H 2.980 0.494 -8.842  0.384
H 3.666 2.891 -8.977  0.388
H 3.786 4.269 -6.899  0.393
H 3.227 3.261 -4.707  0.311
H 3.963 1.249 -2.000  0.401
H 4.263 3.197 -0.474  0.434
H 2.539 5.001 -0.412  0.434
H 0.512 4.840 -1.859  0.434
H 0.192 2.875 -3.327  0.295
F 0.757 -1.113 10.164  -0.226
C 0.758 -2.084 9.218  0.740
F 1.809 -2.909 9.469  -0.225
F -0.389 -2.813 9.373  -0.247
C 0.792 -1.511 7.747  0.557
O 0.374 -0.374 7.502  -0.547
O 1.291 -2.376 6.935  -0.692

Record 3
Here is a single C5H9N molecule from OMol25. Energies are from ωB97M-V/def2-TZVPD.

As for the HOMO energy: -0.3215 Ha. For the gap between HOMO and LUMO, the calculation gives 0.369 Eh. As for the max |F|: 0.3 eV Å⁻¹. For the lowest unoccupied orbital energy, the calculation gives 1.3 eV. For the energy above the lowest of the compared OMol25 structures with the same formula, charge and spin, the calculation gives 219.7 kJ/mol. As for the molecular weight: 83.1 g/mol.

Each line ends with the Mulliken charge.
Positions of all 15 atoms, in Å:
C -1.334 0.770 0.543  -0.657
C -1.927 -0.335 -0.292  -0.568
C -0.546 -0.478 0.263  0.074
N 0.588 -0.469 -0.642  -0.368
C 1.881 -0.702 -0.021  -0.407
C 1.523 0.641 -0.524  -0.446
H -1.038 1.672 0.013  0.314
H -1.700 0.941 1.552  0.235
H -2.718 -0.951 0.126  0.237
H -2.002 -0.153 -1.360  0.246
H -0.433 -1.178 1.089  0.319
H 1.901 -0.829 1.062  0.254
H 2.564 -1.346 -0.569  0.239
H 1.936 1.011 -1.460  0.220
H 1.305 1.407 0.219  0.306

Record 4
Here is an isolated ion of composition C4H10N3 and charge +1 from OMol25. Energies are from ωB97M-V/def2-TZVPD.

As for the HOMO energy: -0.5833 Ha. For the gap between HOMO and LUMO, the calculation gives 0.447 Eh. As for the max |F|: 3.7 eV Å⁻¹. For the lowest unoccupied orbital energy, the calculation gives -3.7 eV. As for the total charge: +1. For the energy above the lowest of the compared OMol25 structures with the same formula, charge and spin, the calculation gives 499.2 kJ/mol. As for the molecular weight: 100.1 g/mol.

Each line ends with the Mulliken charge.
Positions of all 17 atoms, in Å:
C 1.298 -1.474 -0.005  -1.034
C 0.612 -0.432 0.844  -0.498
N -0.526 0.285 0.131  0.511
C -0.097 0.842 -1.459  -0.736
N -0.743 1.484 0.910  -0.801
C -1.713 -0.389 -0.117  0.375
N -2.719 -0.803 -0.399  -0.271
H 2.344 -1.652 0.452  0.330
H 0.788 -2.438 0.019  0.344
H 1.417 -1.141 -1.021  0.313
H 1.372 0.217 1.257  0.452
H 0.294 -0.965 1.829  0.361
H -0.106 0.092 -2.270  0.372
H -0.752 1.646 -1.624  0.356
H 0.972 1.171 -1.264  0.341
H -1.662 1.996 0.763  0.279
H -0.780 1.561 1.955  0.309

Record 5
Here is a 10-piece molecular cluster, C16H33N13O20S overall from OMol25. Energies are from ωB97M-V/def2-TZVPD.

As for the HOMO energy: -0.2947 Ha. For the gap between HOMO and LUMO, the calculation gives 0.251 Eh. As for the max |F|: 6.1 eV Å⁻¹. For the lowest unoccupied orbital energy, the calculation gives -1.2 eV. As for the molecular weight: 759.6 g/mol.

Each line ends with the Mulliken charge.
Positions of all 83 atoms, in Å:
N -0.824 -6.951 0.264  -0.523
C -0.025 -5.675 -0.076  0.516
C 1.359 -5.710 -0.965  -0.721
C 2.094 -4.262 -1.293  0.581
N 3.368 -4.078 -2.117  -0.547
S 3.637 -2.349 -2.146  0.199
N 2.318 -1.722 -1.168  -0.452
C 1.454 -2.874 -0.699  0.227
C 0.070 -2.826 0.208  -0.082
C -0.664 -4.262 0.507  0.241
C -2.093 -4.278 1.374  -0.495
O -3.127 -3.783 0.407  -0.117
N -3.366 -4.835 -0.396  0.035
O -3.106 -4.596 -1.565  -0.230
H -0.901 -7.048 1.320  0.264
H -0.260 -7.747 -0.127  0.187
H 1.760 -6.758 -1.319  0.349
H -0.313 -1.778 0.580  0.042
H -2.040 -3.630 2.349  0.324
H -2.410 -5.366 1.692  0.315
C -2.319 -3.430 -4.243  -0.654
N -1.746 -2.769 -5.447  0.862
O -2.488 -2.637 -6.428  -0.526
O -0.569 -2.400 -5.373  -0.514
H -3.357 -3.700 -4.449  0.326
H -1.722 -4.321 -4.041  0.256
H -2.263 -2.718 -3.418  0.249
C -2.465 1.515 1.569  -0.840
N -1.557 0.380 1.253  1.062
O -1.220 -0.353 2.191  -0.558
O -1.208 0.256 0.074  -0.556
H -2.689 1.501 2.638  0.334
H -1.949 2.437 1.295  0.196
H -3.377 1.380 0.982  0.367
C -6.724 1.933 -0.318  -0.735
N -5.706 2.918 0.138  0.816
O -5.720 4.034 -0.396  -0.493
O -4.923 2.544 1.018  -0.535
H -7.342 2.396 -1.091  0.293
H -6.190 1.069 -0.717  0.300
H -7.330 1.661 0.548  0.295
C 0.836 4.404 3.701  -0.079
N -0.481 3.814 3.337  0.988
O -1.259 4.524 2.689  -0.528
O -0.696 2.656 3.713  -0.552
H 0.888 5.421 3.308  0.019
H 0.906 4.407 4.791  0.283
H 1.612 3.778 3.255  -0.045
C 2.657 3.428 -0.618  -0.722
N 3.340 3.716 0.673  0.867
O 3.032 3.015 1.644  -0.590
O 4.165 4.637 0.674  -0.530
H 1.962 2.599 -0.473  0.339
H 2.122 4.332 -0.916  0.234
H 3.427 3.164 -1.346  0.302
C -0.343 -9.733 -3.290  -0.724
N 0.340 -9.446 -2.000  0.768
O 0.032 -10.146 -1.029  -0.490
O 1.165 -8.525 -1.999  -0.497
H -1.038 -10.563 -3.145  0.300
H -0.878 -8.830 -3.589  0.283
H 0.427 -9.998 -4.018  0.290
C 3.865 0.593 3.507  -0.327
N 5.216 0.780 4.102  0.891
O 6.121 0.043 3.695  -0.525
O 5.329 1.661 4.962  -0.531
H 3.913 -0.211 2.769  0.299
H 3.181 0.333 4.317  0.274
H 3.581 1.535 3.033  -0.008
C 4.436 6.032 -3.393  -0.677
N 3.119 5.443 -3.757  0.820
O 2.341 6.152 -4.406  -0.500
O 2.904 4.285 -3.382  -0.502
H 4.488 7.050 -3.786  0.312
H 4.506 6.036 -2.304  0.251
H 5.212 5.406 -3.839  0.287
C -1.235 8.065 2.667  -0.691
N 0.116 8.252 3.262  0.850
O 1.021 7.515 2.854  -0.549
O 0.229 9.133 4.122  -0.511
H -1.187 7.261 1.929  0.291
H -1.919 7.805 3.477  0.277
H -1.519 9.007 2.193  0.296

Question: Which value of molecular weight does entry 2 give?
Answer: 839.8 g/mol

Question: The highest max |F| belongs to which entry?
Answer: C16H33N13O20S

Question: max |F| of number 4 (C4H10N3)?
Answer: 3.7 eV Å⁻¹